# 1
This record from the OMol25 dataset describes the molecule C5H14N3. The level of theory is ωB97M-V/def2-TZVPD.

Geometry as XYZ:
```
22
Properties=species:S:1:pos:R:3:mulliken_charge:R:1
C 0.66 2.76 0.49 -1.4623
C 0.81 1.32 -0.05 0.1572
C -0.01 0.37 0.87 -0.9689
C -0.23 -1.00 0.29 0.1481
C -1.18 -1.91 0.78 -0.5784
N -1.37 -3.23 0.19 -0.6142
N 0.49 -1.39 -0.91 -0.5041
N 0.35 1.16 -1.44 -0.2873
H 1.10 3.50 -0.19 0.3950
H -0.41 2.90 0.65 0.3934
H 1.22 2.94 1.40 0.3605
H 1.87 1.08 -0.02 0.1859
H -0.93 0.91 1.13 0.2340
H 0.61 0.23 1.78 0.2975
H -1.47 -1.82 1.82 0.1394
H -2.22 -3.19 -0.35 0.2446
H -1.50 -3.91 0.91 0.2250
H -0.05 -2.11 -1.35 0.2628
H 1.44 -1.75 -0.82 0.1387
H 0.43 0.01 -1.52 0.5605
H 0.97 1.66 -2.07 0.3388
H -0.59 1.48 -1.61 0.3339
```

Properties
lowest unoccupied orbital energy (spin up / spin down) = 0.43 / 0.33 eV
energy above the lowest of the compared OMol25 structures with the same formula, charge and spin = 211.0 kJ/mol
F_max = 2.37 eV Å⁻¹
net charge = 0
multiplicity = 2
orbital gap (spin up / spin down) = 2.963 / 6.481 eV
⟨S²⟩ = 0.7541
HOMO energy (spin up / spin down) = -2.5 / -6.2 eV
energy = -9877.8020 eV

***

# 2
This record from the OMol25 dataset describes the ion C4H6IN2 with charge +1. The level of theory is ωB97M-V/def2-TZVPD.

Geometry as XYZ:
```
13
Properties=species:S:1:pos:R:3:mulliken_charge:R:1
C -1.62 1.68 0.06 0.0086
C -0.20 1.06 -0.14 0.1104
C -2.71 1.05 0.06 -0.4986
C 1.71 -0.54 0.20 -0.3007
N 0.30 0.07 0.41 -0.3056
N 1.47 -1.96 -0.01 -0.4071
I -4.03 -0.44 0.06 0.4869
H -1.60 2.75 0.01 0.3436
H 0.49 1.44 -0.97 0.2903
H 2.24 -0.27 1.10 0.3317
H 1.97 -0.12 -0.78 0.3834
H 0.76 -2.15 -0.77 0.2751
H 1.24 -2.57 0.77 0.2821
```

Properties
lowest unoccupied orbital energy (spin up / spin down) = -3.72 / -9.08 eV
energy above the lowest of the compared OMol25 structures with the same formula, charge and spin = 198.1 kJ/mol
F_max = 6.26 eV Å⁻¹
net charge = +1
multiplicity = 3
orbital gap (spin up / spin down) = 8.845 / 4.002 eV
⟨S²⟩ = 2.0270
HOMO energy (spin up / spin down) = -12.6 / -13.1 eV
energy = -15312.2749 eV

***

# 3
This record from the OMol25 dataset describes a structure of composition C19H21B2CrN5O2S3. The level of theory is ωB97M-V/def2-TZVPD.

Geometry as XYZ:
```
53
Properties=species:S:1:pos:R:3:mulliken_charge:R:1
Cr 0.78 -1.98 -0.29 0.1653
S 0.56 -2.74 2.04 -0.4078
C 2.28 -2.64 2.12 0.7284
S 3.09 -2.03 0.72 -0.5279
C 2.99 -3.08 3.25 0.2029
C 4.41 -3.08 3.29 0.0430
N 5.56 -3.08 3.38 -0.6693
C 2.34 -3.62 4.39 0.0404
N 1.85 -4.09 5.32 -0.6518
C 2.20 -5.77 0.67 -0.7724
N 2.68 -5.16 -0.56 0.3411
C 4.00 -5.04 -0.95 -0.2306
C 4.01 -4.39 -2.13 -0.5350
N 2.70 -4.13 -2.45 0.1458
C 1.88 -4.56 -1.46 -0.2671
S 0.20 -4.38 -1.38 -0.4381
H 3.06 -6.11 1.24 0.2695
H 1.55 -6.60 0.43 0.2952
H 1.65 -5.03 1.25 0.2038
H 4.81 -5.38 -0.33 0.3918
H 4.83 -4.05 -2.74 0.4352
H 2.38 -3.49 -3.17 0.1040
B 2.40 -1.29 -4.78 0.0772
C 1.84 -1.24 -3.30 -0.0427
N 1.38 -1.31 -2.24 -0.2616
H 2.93 -0.23 -5.05 -0.1622
H 1.48 -1.55 -5.52 -0.1548
H 3.23 -2.20 -4.80 -0.1489
C -4.46 5.49 -0.36 -1.6370
C -3.23 5.23 0.52 2.1221
C -3.51 5.73 1.94 -1.6340
C -2.07 6.06 -0.05 -2.1516
C -2.92 3.73 0.54 0.3569
C -3.88 2.85 1.03 -0.2877
C -3.67 1.47 1.08 -1.6710
C -2.46 0.99 0.63 1.0048
O -2.00 -0.28 0.57 -0.2875
B -0.67 -0.24 0.02 -0.1354
O -0.40 1.15 -0.23 -0.3422
C -1.49 1.86 0.14 0.5785
C -1.70 3.22 0.09 -0.8344
H -4.69 6.56 -0.39 0.4331
H -5.34 4.97 0.03 0.3201
H -4.29 5.15 -1.38 0.3825
H -3.72 6.80 1.94 0.4326
H -2.64 5.55 2.58 0.3833
H -4.36 5.21 2.38 0.3210
H -2.34 7.12 -0.05 0.4341
H -1.84 5.77 -1.08 0.4129
H -1.16 5.93 0.54 0.4116
H -4.83 3.24 1.38 0.3249
H -4.43 0.80 1.47 0.4037
H -0.91 3.86 -0.30 0.4852
```

Properties
lowest unoccupied orbital energy (spin up / spin down) = 3.80 / 3.80 eV
energy above the lowest of the compared OMol25 structures with the same formula, charge and spin = 0.0 kJ/mol
F_max = 0.91 eV Å⁻¹
net charge = -2
multiplicity = 5
orbital gap (spin up / spin down) = 5.196 / 6.095 eV
⟨S²⟩ = 6.0374
HOMO energy (spin up / spin down) = -1.4 / -2.3 eV
energy = -93874.7481 eV

***

# 4
This record from the OMol25 dataset describes a structure of composition C15H14N3OReS6. The level of theory is ωB97M-V/def2-TZVPD.

Geometry as XYZ:
```
40
Properties=species:S:1:pos:R:3:mulliken_charge:R:1
Re -0.05 -0.30 0.08 1.1746
C 0.84 3.47 2.15 -1.3292
C -0.01 2.68 1.21 0.7150
O 0.49 1.71 0.60 -0.5355
N -1.29 3.02 1.05 0.0277
C -2.13 2.35 0.07 -0.9795
C -2.84 1.16 0.66 0.7013
C -4.16 1.25 1.04 -0.8152
C -4.79 0.16 1.62 -0.4168
C -4.06 -1.00 1.82 -0.8269
C -2.75 -1.03 1.41 0.0394
N -2.14 0.02 0.82 0.0912
H 1.85 3.50 1.75 0.3550
H 0.88 2.94 3.11 0.2904
H 0.47 4.48 2.31 0.4013
H -1.67 3.74 1.64 0.2557
H -1.51 2.06 -0.77 0.0055
H -2.86 3.06 -0.30 0.5669
H -4.70 2.18 0.88 0.4742
H -5.83 0.22 1.92 0.4434
H -4.49 -1.87 2.28 0.4458
H -2.14 -1.91 1.55 0.1538
S -0.45 -2.37 -0.61 -0.0351
S -0.12 -3.70 0.91 -0.0344
S 1.18 -2.82 2.16 0.0627
S 0.76 -0.81 2.13 -0.1154
S 2.06 -0.22 -1.14 -0.3145
C 0.95 0.29 -2.37 0.4055
N -0.30 0.29 -2.00 0.0210
C -1.18 0.70 -3.03 -0.4655
C -2.57 0.75 -2.96 -0.1292
C -3.26 1.17 -4.08 -0.7674
C -2.59 1.52 -5.25 -0.5803
C -1.21 1.44 -5.33 -0.4793
C -0.51 1.03 -4.19 0.6897
S 1.20 0.80 -3.99 -0.1964
H -3.09 0.45 -2.06 0.4942
H -4.35 1.21 -4.05 0.4060
H -3.15 1.84 -6.12 0.3925
H -0.69 1.70 -6.24 0.4080
```

Properties
lowest unoccupied orbital energy (spin up / spin down) = -4.90 / -4.00 eV
F_max = 1.25 eV Å⁻¹
net charge = +1
multiplicity = 2
orbital gap (spin up / spin down) = 5.554 / 6.621 eV
⟨S²⟩ = 1.1455
HOMO energy (spin up / spin down) = -10.5 / -10.6 eV
energy = -89439.2366 eV

***

# 5
This record from the OMol25 dataset describes a structure of composition CH3F2N2P. The level of theory is ωB97M-V/def2-TZVPD.

Geometry as XYZ:
```
9
Properties=species:S:1:pos:R:3:mulliken_charge:R:1
C -0.42 -0.18 -0.11 0.1299
N -0.57 -1.35 0.29 -0.4965
N -1.47 0.90 0.15 -0.5572
F 2.61 0.52 -1.27 -0.2920
F 2.29 -0.38 0.86 -0.2355
P 1.84 -0.84 -0.65 0.6644
H -2.03 1.23 -0.69 0.2773
H -1.30 -1.64 0.92 0.2365
H -0.96 1.75 0.50 0.2731
```

Properties
lowest unoccupied orbital energy = -0.32 eV
energy above the lowest of the compared OMol25 structures with the same formula, charge and spin = 201.1 kJ/mol
F_max = 5.18 eV Å⁻¹
net charge = 0
orbital gap = 8.372 eV
HOMO energy = -8.7 eV
energy = -18788.3915 eV

***

# 6
This record from the OMol25 dataset describes a structure of composition C4H16FeO12S2. The level of theory is ωB97M-V/def2-TZVPD.

Geometry as XYZ:
```
35
Properties=species:S:1:pos:R:3:mulliken_charge:R:1
Fe 0.23 -0.37 0.03 1.3785
S 1.06 -0.33 2.66 1.1258
O 1.72 -0.51 1.31 -0.6136
O 1.34 0.96 3.19 -0.5918
O -0.29 -0.45 1.95 -0.6165
O 1.28 -1.47 3.53 -0.7024
S 0.81 2.91 0.40 1.2707
O 0.48 1.47 -0.03 -0.4071
O -0.02 3.23 1.58 -0.7267
O 2.18 2.96 0.95 -0.7084
O 0.55 3.76 -0.76 -0.7273
C -2.66 1.00 1.13 -0.8175
O -2.06 0.19 0.12 -0.1916
H -2.34 2.05 1.11 0.2599
H -3.75 1.04 0.99 0.3851
H -2.50 0.71 2.16 0.2237
H -2.69 0.09 -0.60 0.2647
C -0.49 0.51 -2.84 -0.6259
O -0.70 -0.62 -1.95 -0.2230
H -1.31 0.74 -3.53 0.3148
H -0.20 1.37 -2.25 0.2384
H 0.32 0.27 -3.53 0.2311
H -1.00 -1.32 -2.54 0.1890
C -1.50 -2.87 0.89 -0.5963
O -0.35 -2.45 0.14 -0.4016
H -2.04 -3.69 0.43 0.2883
H -1.10 -3.17 1.86 0.2979
H -2.20 -2.07 1.10 0.1643
H 0.35 -3.10 0.21 0.2523
C 2.92 0.21 -1.22 -0.7287
O 1.88 -0.83 -1.27 -0.3095
H 3.36 0.32 -0.23 0.2540
H 3.74 -0.11 -1.87 0.4412
H 2.55 1.17 -1.58 0.1581
H 2.42 -1.58 -1.54 0.2501
```

Properties
lowest unoccupied orbital energy (spin up / spin down) = 1.61 / 1.61 eV
energy above the lowest of the compared OMol25 structures with the same formula, charge and spin = 131.8 kJ/mol
F_max = 5.30 eV Å⁻¹
net charge = -1
multiplicity = 6
orbital gap (spin up / spin down) = 5.447 / 5.404 eV
⟨S²⟩ = 8.7599
HOMO energy (spin up / spin down) = -3.8 / -3.8 eV
energy = -85034.9097 eV

***

- Which of these has the lowest energy?
  C19H21B2CrN5O2S3

***

Please write out number 6 again, unchanged.
This record from the OMol25 dataset describes a structure of composition C4H16FeO12S2. The level of theory is ωB97M-V/def2-TZVPD.

Geometry as XYZ:
```
35
Properties=species:S:1:pos:R:3:mulliken_charge:R:1
Fe 0.23 -0.37 0.03 1.3785
S 1.06 -0.33 2.66 1.1258
O 1.72 -0.51 1.31 -0.6136
O 1.34 0.96 3.19 -0.5918
O -0.29 -0.45 1.95 -0.6165
O 1.28 -1.47 3.53 -0.7024
S 0.81 2.91 0.40 1.2707
O 0.48 1.47 -0.03 -0.4071
O -0.02 3.23 1.58 -0.7267
O 2.18 2.96 0.95 -0.7084
O 0.55 3.76 -0.76 -0.7273
C -2.66 1.00 1.13 -0.8175
O -2.06 0.19 0.12 -0.1916
H -2.34 2.05 1.11 0.2599
H -3.75 1.04 0.99 0.3851
H -2.50 0.71 2.16 0.2237
H -2.69 0.09 -0.60 0.2647
C -0.49 0.51 -2.84 -0.6259
O -0.70 -0.62 -1.95 -0.2230
H -1.31 0.74 -3.53 0.3148
H -0.20 1.37 -2.25 0.2384
H 0.32 0.27 -3.53 0.2311
H -1.00 -1.32 -2.54 0.1890
C -1.50 -2.87 0.89 -0.5963
O -0.35 -2.45 0.14 -0.4016
H -2.04 -3.69 0.43 0.2883
H -1.10 -3.17 1.86 0.2979
H -2.20 -2.07 1.10 0.1643
H 0.35 -3.10 0.21 0.2523
C 2.92 0.21 -1.22 -0.7287
O 1.88 -0.83 -1.27 -0.3095
H 3.36 0.32 -0.23 0.2540
H 3.74 -0.11 -1.87 0.4412
H 2.55 1.17 -1.58 0.1581
H 2.42 -1.58 -1.54 0.2501
```

Properties
lowest unoccupied orbital energy (spin up / spin down) = 1.61 / 1.61 eV
energy above the lowest of the compared OMol25 structures with the same formula, charge and spin = 131.8 kJ/mol
F_max = 5.30 eV Å⁻¹
net charge = -1
multiplicity = 6
orbital gap (spin up / spin down) = 5.447 / 5.404 eV
⟨S²⟩ = 8.7599
HOMO energy (spin up / spin down) = -3.8 / -3.8 eV
energy = -85034.9097 eV